137
Properties=species:S:1:pos:R:3:forces:R:3 method="wB97M-V/def2-TZVPD" relative_energy_kcal_mol=0.0 energy_ev=-111307.1851 total_charge=+1
Rb -2.153 -2.765 3.140 0.22 0.21 -0.64
Rb -5.991 -0.843 1.658 0.51 0.16 -0.30
F -3.377 0.252 -1.932 0.51 -0.21 -0.13
F -2.387 1.458 -0.413 0.41 -0.01 -0.37
F -4.357 0.707 -0.098 0.11 -0.48 0.26
O 5.199 2.764 2.199 -0.02 0.05 0.11
O -0.019 -5.023 -0.614 0.21 0.41 -0.41
O 1.432 0.035 -3.003 0.61 0.46 0.12
O 6.380 -0.624 1.816 0.80 0.58 0.25
O -6.376 3.880 -2.650 -0.45 -0.29 0.69
O -3.260 -1.883 0.538 -0.78 1.66 -0.02
O 1.453 3.277 -0.364 0.35 -0.82 1.13
O -7.497 4.244 -4.581 0.03 -0.26 0.32
O -1.441 -0.602 0.930 -0.29 0.37 0.74
O 6.204 2.207 0.238 0.16 -0.36 0.52
O -3.900 3.796 2.474 -0.66 -0.11 -0.31
O 2.571 3.428 3.521 0.76 -0.27 0.42
O 5.081 0.257 3.252 0.38 0.54 0.36
O -5.679 3.548 1.302 -0.23 0.32 0.00
O 1.365 2.286 4.866 0.92 -0.87 0.82
O 1.361 4.514 -2.233 0.13 -0.33 -0.15
O -1.490 -3.890 -7.052 -0.03 -0.05 0.32
O 2.159 -5.071 2.561 1.05 -0.53 -0.34
O -2.129 -2.875 -5.245 0.52 -0.66 0.89
O -8.185 5.046 -2.597 0.03 -0.18 0.76
O 4.042 1.738 0.698 0.83 -0.90 0.84
O -2.807 -2.065 -7.205 -0.07 0.38 -0.33
O -4.954 1.814 2.542 -0.52 -0.69 0.39
O 0.954 -6.254 3.843 0.17 -0.24 0.20
O 0.428 4.053 3.822 -0.04 -0.04 0.48
O 0.258 -4.176 3.399 -0.36 0.70 -0.01
O 2.681 -1.455 -2.115 0.92 -0.05 -0.10
O 1.063 -6.869 -0.388 0.49 0.66 0.04
O 4.364 -1.574 2.157 -0.14 -0.07 -0.23
O 0.537 -1.985 -2.609 0.24 -0.10 0.65
O 3.294 3.845 -1.276 0.56 -0.03 0.50
O -1.192 -6.910 -0.296 -0.35 -0.22 0.26
C 2.983 -2.640 -1.392 -0.42 -0.19 1.55
C 2.387 -3.991 1.650 -1.16 1.45 0.59
C -4.884 2.960 2.171 1.07 0.03 -0.70
C -2.795 3.251 3.160 0.97 -0.11 0.91
C 0.794 -0.588 1.779 0.64 -0.55 -0.66
C 1.068 -5.067 3.279 -0.01 -0.48 -0.25
C 4.104 4.529 -2.229 -0.20 -0.55 -1.24
C 5.276 2.191 1.006 -0.70 0.66 -1.20
C 2.819 4.595 2.754 -1.12 1.84 -0.30
C 1.466 -1.214 -2.540 -1.22 -0.26 -1.25
C -1.365 -3.937 -8.465 0.76 0.42 -0.96
C -3.122 0.362 -0.624 -1.20 0.52 1.05
C 3.948 0.914 -0.468 -0.48 1.01 -0.69
C 1.369 3.347 4.091 -0.47 0.58 -1.55
C 3.860 0.419 3.973 -0.19 -0.48 0.08
C -0.072 -0.509 0.532 -0.53 0.58 0.76
C 1.310 -8.071 0.339 0.16 0.10 0.25
C -2.484 -0.922 -0.014 0.90 -2.49 0.00
C -1.248 -4.311 -0.851 0.23 0.09 0.17
C 6.426 3.091 2.830 0.38 0.00 0.90
C 0.171 0.595 -3.355 -1.00 -0.79 0.67
C -0.151 -6.329 -0.416 0.03 -0.38 0.05
C -6.830 2.842 0.880 -1.05 -0.06 0.20
C 0.233 1.877 5.599 -1.27 -0.62 -0.92
C -2.185 -2.868 -6.565 -0.52 0.13 -0.23
C 5.191 -0.720 2.383 -0.23 -0.57 0.06
C -9.277 5.707 -3.200 -0.73 1.00 -0.78
C -2.793 -1.788 -4.607 -0.31 0.30 -0.58
C 6.752 -1.582 0.848 -1.02 -1.13 -0.57
C -7.375 4.352 -3.387 0.11 0.56 -1.21
C -5.323 3.191 -3.287 0.98 -1.01 0.08
C -0.034 -6.435 4.853 -0.49 0.37 -0.10
C 0.072 3.436 -0.094 -0.61 0.33 -0.99
C 1.981 3.899 -1.401 -0.45 1.47 -0.26
H 4.367 -0.091 -0.433 0.08 0.07 0.73
H 3.920 4.062 -3.200 0.15 0.07 -0.05
H -9.038 6.726 -3.518 0.56 -0.10 0.14
H 3.253 -2.273 -0.397 0.32 -0.12 -0.01
H 7.125 3.613 2.182 -0.05 -0.18 -0.17
H -2.139 2.627 2.546 -0.28 0.20 -0.41
H 6.855 2.191 3.276 0.18 -0.08 -0.47
H 2.075 -7.840 1.080 0.02 0.09 -0.01
H 0.385 1.942 6.671 0.05 0.41 0.00
H -2.237 4.118 3.506 0.11 -0.16 0.01
H -0.963 -3.312 -1.167 0.14 -0.03 0.06
H 0.169 -7.437 5.210 -0.20 0.13 0.39
H -1.826 -4.825 -8.890 -0.06 -0.10 0.29
H 0.009 -5.647 5.606 0.51 -0.28 0.22
H -0.678 2.344 5.221 0.20 0.72 0.47
H -0.133 1.268 -2.553 0.25 0.45 -0.28
H 2.873 0.888 -0.621 0.02 -0.31 -0.30
H 0.418 -8.395 0.872 -0.05 -0.27 -0.37
H -2.295 -0.869 -4.916 -0.18 0.13 0.16
H 3.809 -3.226 -1.783 0.02 0.38 -0.55
H -0.236 4.480 -0.163 0.20 0.07 0.19
H 2.138 -3.305 -1.213 -0.25 0.16 -0.61
H 2.348 -3.064 2.227 -0.07 -0.01 -0.16
H 1.832 -0.476 1.445 0.02 0.19 0.09
H -0.297 -3.918 -8.692 -0.02 -0.38 0.10
H 0.198 -1.337 -0.128 -0.10 0.17 -0.30
H 2.316 4.577 1.786 -0.05 -0.40 0.04
H 0.195 1.050 -4.338 0.32 0.19 0.08
H 1.735 -8.792 -0.357 -0.40 -0.21 0.09
H -3.065 2.626 4.015 -0.36 0.25 -0.04
H -0.497 2.918 -0.862 -0.16 -0.18 0.06
H 6.527 -2.596 1.192 0.10 0.11 0.20
H -3.830 -1.768 -4.942 0.01 0.17 0.06
H 6.199 3.715 3.695 -0.29 0.21 -0.27
H 2.397 5.446 3.296 -0.07 -0.03 -0.07
H 3.044 0.017 3.375 -0.09 0.18 0.10
H 0.074 0.479 0.092 0.24 -0.12 -0.55
H 1.562 -4.013 0.940 0.24 0.11 -0.30
H -1.795 -4.269 0.090 -0.31 0.00 -0.26
H 4.422 1.428 -1.303 -0.09 -0.04 -0.07
H 3.722 1.473 4.190 0.14 -0.05 -0.28
H 3.887 5.587 -2.365 -0.19 0.02 0.53
H 6.133 -1.444 -0.043 0.30 0.12 -0.11
H -0.593 -0.187 -3.340 0.16 -0.07 -0.27
H 0.779 -1.605 2.181 -0.31 0.16 0.33
H -7.493 3.570 0.420 0.25 0.07 -0.22
H 0.020 0.834 5.347 0.58 -0.20 0.13
H 3.930 -0.133 4.911 -0.01 -0.07 -0.04
H -1.753 -3.053 -8.971 -0.39 -0.04 0.37
H 7.807 -1.531 0.606 0.00 0.51 0.22
H -5.503 2.929 -4.327 -0.03 0.82 -0.15
H -4.412 3.747 -3.065 -0.03 0.19 -0.66
H -1.057 -6.352 4.476 0.15 -0.32 -0.43
H -2.764 -1.903 -3.528 0.31 -0.32 -0.04
H 5.139 4.351 -1.955 -0.07 0.07 0.24
H -10.073 5.841 -2.472 0.08 -0.49 0.16
H -5.131 2.210 -2.837 -0.55 0.14 0.50
H 3.849 4.877 2.563 0.33 -1.07 0.44
H -9.634 5.226 -4.108 0.01 -0.43 0.24
H -1.956 -1.333 -0.893 0.17 0.13 -0.29
H -1.812 -4.777 -1.655 -0.14 -0.13 0.19
H -7.392 2.440 1.728 0.24 -0.06 0.14
H 3.361 -3.955 1.176 0.10 -1.02 0.21
H 0.612 0.171 2.539 -0.27 0.00 -0.05
H -0.153 3.034 0.888 0.28 -0.06 0.06
H -6.632 2.041 0.170 0.39 0.12 -0.06



112
Properties=species:S:1:pos:R:3:forces:R:3 method="wB97M-V/def2-TZVPD" energy_ev=-75381.5167
P 0.263 6.213 -1.894 -5.59 3.43 1.37
P 5.565 -4.891 -2.824 -3.27 -1.28 -5.85
O -0.194 5.310 -2.988 3.38 -0.83 0.26
O -5.151 -5.460 2.019 -0.18 0.52 -0.35
O 7.100 -5.256 -3.196 -0.30 0.82 2.92
O -0.643 5.755 -0.607 0.73 0.08 -0.34
O 4.999 -6.174 -3.685 0.48 0.08 0.36
O 5.367 -3.681 -3.914 0.51 -0.29 0.62
O 1.390 7.035 -1.067 1.22 -2.28 -1.58
O -8.561 -2.750 3.713 0.17 0.20 -0.41
O -0.486 7.608 -2.346 0.53 -0.17 0.10
O 4.434 -4.698 -1.873 2.76 0.37 2.14
C -3.994 0.721 -0.074 0.47 0.44 0.56
C -6.378 0.202 2.529 0.05 -0.36 -0.55
C -8.050 -3.609 1.526 0.58 0.18 0.43
C -0.963 1.839 3.400 -0.21 -0.47 0.38
C 8.256 -4.183 -5.067 -0.15 0.28 0.01
C 1.763 -3.815 2.337 -0.63 -0.12 -0.36
C -0.802 7.846 -3.721 -0.30 -0.12 -0.16
C -5.356 -3.102 2.440 -0.90 -0.69 -0.31
C 4.077 -7.093 -3.090 -0.35 0.05 0.00
C 2.309 -0.291 3.285 -0.84 0.43 -0.85
C 2.111 -2.888 1.169 0.74 -0.30 0.30
C -6.348 -2.342 2.910 0.97 0.37 -0.10
C 2.657 -6.800 -3.537 -0.07 -0.01 -0.25
C 1.474 0.987 3.557 0.05 -1.06 -0.64
C -6.205 -0.076 1.012 -0.02 0.96 -0.16
C -5.470 1.073 0.250 0.17 -1.35 -0.30
C -2.985 1.419 0.882 -0.01 -1.40 -0.42
C -2.758 0.492 2.099 -0.84 0.51 0.34
C -0.675 4.373 -0.248 0.02 -0.44 0.12
C -5.766 -4.428 1.853 0.37 -0.15 -0.04
C -7.760 -2.876 2.814 -0.23 0.20 -0.04
C -7.058 -4.367 1.069 -0.18 0.16 -0.16
C 0.593 3.946 0.474 -0.02 0.11 0.10
C 6.558 -1.751 -2.998 0.07 -0.04 -0.14
C 1.198 7.397 1.346 -0.16 -0.26 0.07
C 7.523 -5.409 -4.562 0.44 0.04 -0.66
C 0.076 0.797 2.952 -0.43 0.40 0.64
C 3.213 -1.854 1.485 -0.25 0.76 -0.59
C -6.051 -0.982 3.478 -1.02 0.33 0.65
C 5.229 -2.343 -3.435 -0.08 0.39 0.16
C 2.667 -0.438 1.797 0.55 -0.50 0.40
C -2.394 1.252 3.377 0.25 0.75 -0.33
C -2.264 7.554 -3.998 -0.19 0.13 0.12
C 1.026 7.977 -0.043 0.01 0.40 0.67
H 3.863 -2.164 2.308 -0.04 -0.21 -0.11
H 2.488 -3.520 0.359 -0.14 0.01 0.01
H -2.895 8.337 -3.574 0.01 0.01 -0.03
H 3.192 -0.356 3.923 0.04 0.03 -0.12
H -1.536 4.234 0.407 -0.03 0.16 -0.04
H 8.855 -4.438 -5.943 0.02 -0.10 0.07
H 6.690 -5.655 -5.215 -0.16 0.01 0.20
H 2.437 -5.733 -3.498 0.08 0.01 0.22
H 0.015 8.351 -0.182 -0.02 -0.14 -0.21
H -0.836 3.751 -1.130 0.00 0.15 -0.10
H -5.027 -0.909 3.843 0.05 -0.27 -0.23
H -3.810 -0.352 0.060 -0.26 0.00 -0.19
H 4.156 -7.071 -2.004 -0.01 0.13 -0.01
H 1.443 -3.284 3.236 0.17 0.02 -0.02
H 1.706 8.821 -0.166 0.06 -0.11 -0.23
H 1.799 -0.284 1.153 -0.04 0.15 0.15
H -2.057 -0.297 1.821 0.07 0.08 0.15
H 6.407 -0.777 -2.531 -0.03 -0.03 0.03
H 0.595 2.866 0.635 0.00 0.00 -0.04
H 1.259 8.199 2.084 0.06 0.05 -0.09
H -2.455 7.501 -5.071 0.01 0.02 0.00
H 0.922 -4.452 2.039 0.07 -0.02 0.11
H -0.765 2.124 4.440 0.11 0.08 -0.12
H 2.513 -7.111 -4.573 -0.01 -0.03 0.02
H -0.589 8.897 -3.925 0.04 0.02 0.17
H 1.935 -7.330 -2.914 0.01 -0.02 -0.01
H 4.811 -1.757 -4.253 0.01 -0.14 -0.08
H 0.080 0.775 1.860 0.24 -0.09 0.04
H -7.207 -0.165 0.580 0.10 -0.26 0.00
H -6.697 -0.861 4.357 0.19 0.01 0.03
H 4.510 -2.306 -2.613 0.00 -0.17 -0.01
H -2.579 6.617 -3.539 0.18 -0.11 -0.10
H 7.222 -1.617 -3.852 0.01 -0.01 0.01
H -3.082 2.107 3.429 -0.07 -0.16 0.13
H 4.366 -8.096 -3.410 0.12 0.07 -0.09
H -8.999 -3.496 1.018 -0.09 -0.10 0.25
H 3.832 -1.758 0.586 0.12 -0.11 0.16
H 2.586 -4.490 2.580 0.07 0.21 0.06
H 8.909 -3.770 -4.298 0.08 -0.12 -0.03
H 0.350 6.772 1.620 0.00 -0.03 -0.07
H -2.578 0.681 4.292 0.17 -0.27 -0.20
H -4.316 -2.799 2.446 0.01 -0.20 0.21
H 1.652 -1.139 3.508 0.20 0.01 0.36
H -3.395 2.388 1.171 0.38 0.12 0.02
H -2.022 1.485 0.365 -0.08 0.62 0.04
H 1.938 1.857 3.082 0.16 0.10 0.43
H -3.712 -0.011 2.298 0.10 -0.05 -0.02
H 0.669 4.432 1.447 0.02 0.00 0.00
H -5.545 1.991 0.836 -0.01 0.15 -0.31
H -5.659 -0.991 0.784 -0.18 -0.12 0.25
H -3.754 0.919 -1.121 -0.11 0.27 0.09
H -5.757 1.065 2.784 0.01 -0.17 0.25
H 1.402 1.076 4.644 -0.10 0.50 -0.09
H 2.099 6.787 1.409 0.07 0.12 -0.01
H 3.405 0.324 1.522 -0.01 -0.05 0.03
H -0.157 7.258 -4.373 -0.03 -0.11 0.07
H 1.225 -2.384 0.769 0.00 0.01 0.18
H -0.297 -0.181 3.284 0.07 0.01 -0.09
H 7.560 -3.403 -5.369 -0.04 -0.01 0.06
H -7.412 0.513 2.692 0.07 -0.01 0.07
H -5.956 1.180 -0.722 -0.20 0.39 0.21
H 1.485 4.219 -0.095 -0.02 -0.11 -0.06
H -7.171 -4.903 0.133 0.23 -0.33 0.24
H -0.917 2.763 2.816 0.09 -0.13 -0.12
H 7.071 -2.406 -2.289 -0.07 0.06 0.08
H 8.203 -6.261 -4.565 -0.09 -0.04 0.25



Number 1: highest occupied orbital energy -10.9008 eV, Kohn-Sham gap 7.710 eV, LUMO -3.191 eV. Number 2: highest occupied orbital energy -9.8568 eV, Kohn-Sham gap 9.125 eV, LUMO -0.732 eV.